[1]
15 unconnected molecules or ions with the total composition C53H104Cl6O36 at a distorted geometry. Source: OMol25; level of theory: the ωB97M-V functional and the def2-TZVPD basis.

Max |F|: 6.83 eV/Å
Frontier orbital gap: 0.38958 hartree
LUMO level: 0.3057 eV
E_tot: -7551.58362 Ha

ORCA input file:
```
! RIJCOSX wB97M-V def2-TZVPD def2/J DEFGRID3
* xyz 0 1
Cl -0.673 -2.843 -6.452
C -1.519 -4.309 -5.771
C -0.399 -5.276 -5.401
Cl -0.922 -6.605 -4.366
H -2.348 -4.615 -6.409
H -1.952 -3.981 -4.826
H 0.474 -4.850 -4.906
H -0.100 -5.862 -6.271
Cl 3.372 3.999 -4.513
C 3.052 2.670 -3.356
C 3.531 3.010 -1.972
Cl 2.368 4.098 -1.157
H 3.701 1.869 -3.708
H 2.050 2.253 -3.457
H 4.571 3.316 -1.865
H 3.391 2.090 -1.406
Cl 1.548 0.617 -8.789
C 0.479 0.963 -7.425
C 1.283 1.038 -6.068
Cl 0.127 0.660 -4.736
H -0.297 0.198 -7.452
H -0.117 1.854 -7.622
H 1.680 2.046 -5.953
H 2.027 0.244 -6.006
C -0.337 -1.650 0.881
C 1.064 -2.060 0.385
O 1.723 -0.827 0.058
C 0.884 0.166 0.276
O 1.090 1.359 0.019
O -0.301 -0.242 0.743
H -0.442 -1.965 1.919
H -1.209 -2.147 0.457
H 0.903 -2.672 -0.503
H 1.537 -2.643 1.175
C -2.184 1.333 3.082
C -2.438 -0.204 3.078
O -3.258 -0.420 4.177
C -4.608 -0.544 3.975
O -5.180 -0.286 2.869
O -5.203 -0.991 5.080
C -6.583 -1.479 5.072
H -1.647 1.428 2.138
H -1.539 1.811 3.819
H -3.019 2.024 2.973
H -1.502 -0.759 3.145
H -2.938 -0.432 2.136
H -6.511 -2.304 4.363
H -7.146 -0.716 4.535
H -7.049 -1.764 6.016
C -1.292 -1.273 6.468
C -0.140 -0.441 6.994
O -0.212 0.860 6.447
C 0.688 1.718 6.759
O 1.536 1.653 7.603
O 0.426 2.761 6.097
C 1.293 3.900 6.246
H -1.120 -1.509 5.418
H -2.223 -0.716 6.581
H -1.320 -2.260 6.931
H 0.818 -0.937 6.838
H -0.248 -0.463 8.079
H 2.273 3.792 5.780
H 1.512 4.232 7.260
H 0.825 4.766 5.777
C -0.700 4.752 0.915
C -1.172 6.243 0.585
O -2.447 6.259 -0.045
C -3.639 6.266 0.654
O -3.884 6.547 1.816
O -4.623 5.942 -0.270
C -5.985 6.018 0.070
H -1.394 4.373 1.664
H 0.317 4.719 1.307
H -0.739 4.159 0.001
H -0.422 6.635 -0.103
H -1.198 6.971 1.396
H -6.507 6.233 -0.862
H -6.180 6.754 0.850
H -6.371 5.057 0.411
C -7.412 -0.174 -0.557
C -6.664 -1.059 -1.547
O -5.399 -0.435 -1.533
C -4.387 -0.868 -2.357
O -4.456 -1.784 -3.191
O -3.334 -0.087 -2.167
C -2.110 -0.353 -2.679
H -7.534 0.859 -0.884
H -6.909 -0.162 0.410
H -8.420 -0.576 -0.459
H -7.251 -0.939 -2.457
H -6.700 -2.066 -1.132
H -1.599 -1.050 -2.015
H -1.572 0.594 -2.661
H -2.134 -0.876 -3.635
C -6.130 5.402 -6.667
C -4.815 4.675 -6.922
O -4.379 4.243 -5.689
C -3.303 4.801 -5.083
O -2.500 5.647 -5.528
O -3.186 4.231 -3.848
C -2.045 4.368 -3.017
H -6.857 4.625 -6.428
H -6.502 5.867 -7.580
H -6.008 6.106 -5.844
H -4.030 5.217 -7.449
H -5.078 3.853 -7.588
H -2.054 3.609 -2.234
H -1.832 5.356 -2.610
H -1.188 4.159 -3.657
C 5.903 5.657 0.243
C 4.465 5.956 0.552
O 4.262 7.010 1.524
C 3.131 7.076 2.329
O 2.162 6.358 2.253
O 3.283 8.062 3.177
C 2.362 8.096 4.341
H 6.320 6.621 -0.050
H 5.940 5.052 -0.663
H 6.467 5.118 1.005
H 3.976 5.023 0.834
H 3.909 6.335 -0.305
H 2.737 8.747 5.131
H 2.290 7.143 4.864
H 1.332 8.421 4.190
C 5.925 -1.620 -0.680
C 5.167 -2.050 0.591
O 5.301 -3.477 0.921
C 4.656 -4.459 0.232
O 3.950 -4.220 -0.788
O 4.871 -5.592 0.716
C 4.266 -6.827 0.275
H 5.712 -0.551 -0.717
H 5.475 -2.093 -1.554
H 6.993 -1.797 -0.557
H 4.139 -1.817 0.311
H 5.537 -1.561 1.492
H 3.201 -6.596 0.236
H 4.452 -7.618 1.000
H 4.481 -7.158 -0.742
C 2.014 -2.900 -3.427
C 3.466 -2.991 -3.970
O 3.946 -1.733 -4.553
C 5.276 -1.570 -4.803
O 6.205 -2.398 -4.620
O 5.426 -0.311 -5.297
C 6.645 0.128 -5.849
H 1.373 -2.236 -4.006
H 2.026 -2.413 -2.452
H 1.568 -3.895 -3.439
H 3.445 -3.681 -4.813
H 4.102 -3.397 -3.183
H 7.526 0.052 -5.212
H 6.591 1.215 -5.903
H 6.810 -0.441 -6.764
C 2.547 -2.418 4.706
C 3.582 -1.280 4.931
O 2.895 -0.044 4.816
C 2.932 0.661 3.702
O 3.426 0.336 2.653
O 2.413 1.951 3.931
C 2.701 3.000 2.977
H 1.654 -2.402 5.331
H 3.122 -3.314 4.938
H 2.176 -2.478 3.683
H 4.427 -1.202 4.248
H 4.047 -1.279 5.917
H 3.715 2.842 2.608
H 2.510 4.002 3.361
H 2.145 2.994 2.040
C 2.105 -6.374 3.440
C 0.975 -5.391 3.276
O -0.174 -6.181 2.947
C -1.381 -5.705 2.926
O -1.776 -4.538 3.157
O -2.129 -6.726 2.706
C -3.518 -6.545 2.590
H 2.100 -7.346 3.934
H 2.920 -5.836 3.924
H 2.382 -6.627 2.417
H 1.095 -4.705 2.437
H 0.705 -4.823 4.166
H -4.003 -7.520 2.623
H -3.840 -6.073 1.662
H -3.904 -5.901 3.380
C -3.719 -3.594 0.420
C -3.594 -4.447 -0.818
O -2.482 -5.359 -0.743
C -1.190 -4.962 -0.991
O -0.871 -3.866 -1.374
O -0.427 -6.005 -0.801
C 0.964 -5.889 -1.242
H -4.444 -3.995 1.128
H -4.194 -2.647 0.166
H -2.771 -3.429 0.932
H -3.301 -3.761 -1.613
H -4.456 -5.039 -1.125
H 1.415 -5.183 -0.544
H 1.153 -5.514 -2.248
H 1.467 -6.844 -1.087
*
```


[2]
A molecular structure, C53H130F3MgO37P8S at a distorted geometry. Source: OMol25; level of theory: the ωB97M-V functional and the def2-TZVPD basis.

Max |F|: 3.52 eV/Å
Frontier orbital gap: 0.35150 hartree
LUMO level: -1.3533 eV
E_tot: -8510.80971 Ha

ORCA input file:
```
! RIJCOSX wB97M-V def2-TZVPD def2/J DEFGRID3
* xyz 1 1
Mg 2.385 -0.622 3.404
C -0.038 -0.167 -0.249
F -0.750 0.835 0.331
F -0.497 -1.357 0.298
F -0.199 -0.051 -1.532
S 1.670 -0.020 0.272
O 2.123 1.254 -0.207
O 1.507 -0.117 1.732
O 2.400 -1.158 -0.306
C -2.812 2.225 -2.442
C -3.354 2.617 -1.035
O -2.448 3.527 -0.463
P -2.978 4.698 0.496
O -3.875 4.281 1.606
O -1.627 5.389 0.959
C -1.943 6.801 1.417
C -0.866 7.271 2.362
O -3.748 5.744 -0.439
C -3.185 6.221 -1.643
C -4.132 7.197 -2.247
H -2.797 3.132 -3.014
H -1.761 2.025 -2.319
H -3.421 1.410 -2.880
H -4.335 3.033 -1.068
H -3.370 1.701 -0.403
H -1.968 7.442 0.571
H -2.954 6.795 1.794
H -0.990 6.685 3.293
H 0.118 7.051 1.964
H -0.898 8.306 2.592
H -2.194 6.597 -1.440
H -3.033 5.388 -2.281
H -3.714 7.780 -3.044
H -5.057 6.699 -2.590
H -4.301 7.867 -1.358
C -8.095 2.859 0.752
C -7.132 2.244 -0.305
O -7.852 1.344 -1.066
P -6.934 0.206 -1.770
O -5.914 0.728 -2.684
O -6.383 -0.689 -0.565
C -5.520 -1.784 -0.894
C -4.044 -1.599 -0.519
O -7.885 -0.847 -2.433
C -8.322 -0.782 -3.808
C -9.023 0.565 -4.163
H -8.586 2.057 1.294
H -7.598 3.559 1.377
H -8.823 3.346 0.114
H -6.733 3.044 -0.960
H -6.286 1.877 0.246
H -5.942 -2.717 -0.538
H -5.427 -2.015 -1.988
H -3.418 -2.227 -1.118
H -3.773 -0.585 -0.819
H -3.781 -1.780 0.532
H -7.412 -1.041 -4.436
H -8.993 -1.654 -3.882
H -9.862 0.780 -3.508
H -8.198 1.294 -4.257
H -9.452 0.471 -5.155
C -2.598 -4.857 3.708
C -2.458 -3.586 2.953
O -1.117 -3.047 3.219
P -0.802 -1.916 4.247
O 0.518 -1.295 4.054
O -2.022 -0.921 4.256
C -2.152 0.042 3.132
C -3.410 0.818 3.416
O -1.063 -2.634 5.680
C -0.364 -2.218 6.913
C -0.927 -2.838 8.113
H -1.953 -5.655 3.336
H -2.404 -4.591 4.763
H -3.611 -5.207 3.601
H -2.348 -3.780 1.865
H -3.232 -2.924 3.322
H -1.217 0.685 3.120
H -2.120 -0.513 2.159
H -4.219 0.155 3.616
H -3.256 1.417 4.323
H -3.634 1.566 2.615
H 0.684 -2.572 6.753
H -0.344 -1.113 6.850
H -0.214 -2.855 8.930
H -1.847 -2.379 8.428
H -1.136 -3.892 7.765
C 5.517 -0.190 -0.474
C 5.729 -1.263 0.591
O 6.361 -0.788 1.799
P 5.645 0.102 2.807
O 4.145 0.046 2.887
O 6.308 -0.327 4.191
C 7.677 -0.283 4.328
C 8.013 -0.495 5.748
O 6.175 1.583 2.576
C 5.712 2.563 3.494
C 5.527 3.949 2.839
H 5.949 -0.383 -1.424
H 4.437 -0.037 -0.548
H 5.970 0.789 -0.275
H 4.785 -1.730 0.797
H 6.412 -2.012 0.159
H 8.132 -1.014 3.633
H 8.007 0.659 3.917
H 7.291 0.116 6.306
H 7.859 -1.546 5.999
H 9.034 -0.202 6.105
H 4.759 2.285 3.925
H 6.411 2.599 4.331
H 5.596 4.678 3.669
H 6.361 4.070 2.109
H 4.530 4.049 2.342
C 2.074 4.147 1.119
C 2.043 2.918 2.042
O 2.030 3.407 3.446
P 1.520 2.440 4.586
O 2.156 1.094 4.625
O 1.885 3.257 5.873
C 1.986 2.702 7.166
C 0.615 2.035 7.506
O -0.040 2.347 4.417
C -0.921 3.470 4.022
C -1.670 3.943 5.242
H 2.231 3.855 0.080
H 1.170 4.733 1.193
H 2.932 4.781 1.435
H 1.086 2.324 2.009
H 2.917 2.305 1.933
H 2.613 1.806 7.117
H 2.433 3.447 7.846
H 0.726 1.530 8.422
H -0.254 2.728 7.575
H 0.361 1.330 6.707
H -0.332 4.210 3.517
H -1.643 3.003 3.374
H -1.086 4.650 5.844
H -2.558 4.474 4.878
H -2.088 3.088 5.785
C 2.906 -1.142 -3.681
C 4.003 -2.037 -3.150
O 3.548 -3.417 -3.353
P 4.524 -4.511 -2.815
O 4.804 -4.645 -1.373
O 3.870 -5.767 -3.553
C 3.424 -7.007 -2.831
C 1.959 -7.044 -2.725
O 5.820 -4.168 -3.664
C 5.749 -4.037 -5.084
C 6.797 -4.939 -5.746
H 2.633 -1.358 -4.699
H 1.951 -1.174 -3.104
H 3.177 -0.076 -3.725
H 4.962 -1.793 -3.577
H 4.104 -1.932 -2.085
H 3.804 -7.801 -3.450
H 3.954 -7.100 -1.883
H 1.723 -8.096 -2.526
H 1.540 -6.397 -1.953
H 1.511 -6.774 -3.647
H 4.695 -4.262 -5.363
H 5.941 -3.014 -5.374
H 6.595 -5.936 -5.306
H 6.898 -5.014 -6.852
H 7.687 -4.667 -5.260
C 6.364 -4.289 2.473
C 5.283 -4.600 3.450
O 3.954 -4.832 2.712
P 2.750 -3.926 3.113
O 3.057 -2.513 3.388
O 1.703 -4.136 1.937
C 2.226 -4.221 0.489
C 1.026 -4.361 -0.402
O 2.105 -4.489 4.428
C 1.994 -6.005 4.740
C 1.350 -6.165 6.066
H 7.340 -4.358 2.931
H 6.207 -4.813 1.504
H 6.159 -3.234 2.155
H 5.397 -5.514 4.013
H 5.114 -3.771 4.109
H 2.754 -3.310 0.257
H 2.937 -5.029 0.428
H 1.451 -4.401 -1.409
H 0.481 -5.344 -0.240
H 0.429 -3.497 -0.312
H 1.443 -6.481 3.920
H 2.978 -6.454 4.669
H 1.305 -7.192 6.395
H 2.080 -5.812 6.710
H 0.320 -5.753 6.163
C -6.169 -3.781 -6.315
C -5.642 -2.512 -6.927
O -4.245 -2.726 -7.195
P -3.221 -1.691 -7.745
O -1.937 -2.345 -8.066
O -4.096 -0.994 -8.877
C -3.549 0.136 -9.614
C -4.172 1.432 -9.124
O -3.011 -0.490 -6.711
C -1.802 -0.271 -5.875
C -1.289 1.139 -6.111
H -6.280 -4.569 -7.076
H -5.410 -4.140 -5.583
H -7.169 -3.540 -5.913
H -6.108 -2.203 -7.866
H -5.605 -1.651 -6.227
H -2.494 0.159 -9.472
H -3.815 -0.185 -10.652
H -3.930 1.412 -8.036
H -3.626 2.252 -9.600
H -5.282 1.448 -9.296
H -2.147 -0.441 -4.840
H -1.023 -1.004 -6.237
H -2.121 1.763 -5.800
H -0.434 1.347 -5.454
H -0.958 1.286 -7.157
C 1.054 6.555 -1.980
O 1.941 5.463 -2.009
C 1.177 4.275 -2.060
C 0.320 4.161 -3.241
O 0.924 4.059 -4.476
C 1.878 3.062 -4.542
H 0.637 6.772 -2.963
H 1.546 7.473 -1.668
H 0.282 6.302 -1.230
H 0.390 4.369 -1.299
H 1.854 3.473 -1.775
H -0.391 4.977 -3.354
H -0.252 3.223 -3.120
H 1.478 2.067 -4.293
H 2.764 3.252 -3.894
H 2.298 3.027 -5.536
*
```